{
  "formula": "C25H44MoO2P2",
  "method": "ωB97M-V with the def2-TZVPD basis set",
  "symbols": ["Mo", "C", "C", "C", "C", "C", "C", "H", "H", "H", "C", "H", "H", "H", "C", "H", "H", "H", "C", "H", "H", "H", "C", "H", "H", "H", "C", "C", "C", "C", "C", "C", "C", "C", "H", "H", "H", "H", "H", "H", "H", "H", "H", "H", "H", "H", "P", "C", "C", "P", "C", "C", "C", "H", "H", "H", "H", "H", "H", "H", "H", "H", "H", "H", "H", "H", "H", "C", "O", "C", "O", "H", "H", "H"],
  "positions_angstrom": [[-1.69778, -0.09262, 1.30549], [-2.16445, -0.38379, 3.53182], [-1.38389, 0.80872, 3.30308], [-3.40310, 1.06088, 2.19998], [-3.38118, -0.26434, 2.81483], [-2.18656, 1.72139, 2.50861], [-1.78670, -1.50567, 4.44646], [-0.70244, -1.62891, 4.51254], [-2.22298, -2.45442, 4.12264], [-2.15831, -1.29696, 5.45821], [-4.51219, -1.24189, 2.77344], [-4.19550, -2.23011, 3.11712], [-4.88730, -1.33799, 1.74975], [-5.33713, -0.90681, 3.41636], [-4.57793, 1.65871, 1.49654], [-5.29505, 2.03155, 2.24086], [-5.07360, 0.91800, 0.86632], [-4.27912, 2.49621, 0.86169], [-1.85511, 3.14959, 2.20484], [-2.22162, 3.80397, 3.00688], [-2.31788, 3.47497, 1.26977], [-0.77633, 3.30880, 2.12420], [-0.12354, 1.17993, 4.02362], [-0.36192, 1.75908, 4.92584], [0.53320, 1.79452, 3.40213], [0.43664, 0.29608, 4.33661], [-0.90221, -1.93429, 0.34901], [-0.27742, -1.75793, 1.59209], [1.14672, -1.27110, 1.76663], [1.43148, -0.02967, 0.90591], [0.18325, 0.83153, 0.73219], [-0.65915, 0.76624, -0.40326], [-0.45438, -0.23305, -1.51967], [-0.24523, -1.67689, -0.99782], [1.85282, -2.08412, 1.53492], [1.81121, -0.32325, -0.07788], [1.30193, -1.02404, 2.82218], [0.82394, -1.90803, -0.92831], [-1.75774, -2.60030, 0.32527], [-0.65134, -2.36971, 2.40892], [-0.66736, -2.37738, -1.72386], [-1.34422, -0.21287, -2.15156], [-1.19529, 1.66942, -0.68875], [0.40021, 0.06840, -2.14563], [2.22066, 0.57059, 1.37194], [0.22933, 1.78974, 1.24158], [3.92423, -0.86048, -2.25238], [3.62401, -2.49881, -3.07174], [5.64703, -1.14568, -1.63193], [3.87020, 1.94349, -3.53629], [4.32409, 0.15057, -3.76596], [5.57743, 2.65350, -3.37133], [3.53052, 2.38437, -5.30397], [2.68754, -2.45949, -3.63718], [3.52189, -3.27358, -2.30457], [4.44007, -2.77527, -3.75045], [6.29924, -1.56122, -2.40992], [5.61903, -1.83620, -0.78309], [6.06566, -0.19478, -1.28949], [4.36499, 2.11217, -5.96200], [3.35030, 3.46120, -5.38291], [2.63075, 1.85883, -5.63686], [3.77496, -0.27090, -4.61930], [5.39896, 0.09074, -3.98612], [5.51704, 3.74693, -3.38197], [6.23975, 2.32560, -4.18169], [6.00934, 2.34968, -2.41241], [-5.53556, -1.18794, -1.24316], [-4.61926, -0.67561, -0.34418], [-3.28610, -0.84637, -0.39361], [-2.91633, -1.52802, -1.33577], [-5.48793, -2.29832, -1.24442], [-5.33194, -0.79923, -2.26347], [-6.55535, -0.87736, -0.93735]],
  "spin_multiplicity": 3,
  "orbital_gap_ev": [6.0, 3.4],
  "de_lowest_kcal_mol": 6.7,
  "total_charge": 2,
  "s2": 2.0166,
  "energy_ev": -51148.1217
}